No. 1
DFT (ωB97M-V/def2-TZVPD) results for an isolated molecule of C5H11N3O2 in a non-equilibrium geometry.

Values from the calculation:
Electronic energy ... -13929.678 eV
Structure (SMILES) ... CNC(=O)N[C@@H](C)C(N)=O
Net charge ... 0
Energy above the lowest of the compared OMol25 structures with the same formula, charge and spin ... 0.00 kcal/mol
HOMO ... -0.3405 Ha
LUMO energy ... 0.55 eV

Each line ends with the Mulliken charge.
Cartesian coordinates (Å):
C 3.49 -0.51 0.81  -0.804
N 2.30 -0.57 0.01  -0.213
C 1.18 0.12 0.35  0.572
O 1.15 0.92 1.28  -0.646
N 0.06 -0.15 -0.40  -0.334
C -1.08 0.74 -0.39  0.665
C -1.83 0.64 -1.72  -1.555
C -2.04 0.47 0.77  0.148
N -2.47 -0.79 0.94  -0.398
H 3.93 0.50 0.81  0.258
H 3.29 -0.80 1.85  0.265
H 4.23 -1.21 0.39  0.316
H 2.30 -1.13 -0.83  0.215
H 0.11 -0.85 -1.13  0.216
H -0.74 1.77 -0.24  0.314
H -1.28 1.18 -2.50  0.371
H -1.94 -0.41 -2.02  0.352
H -2.83 1.08 -1.62  0.394
O -2.59 1.39 1.38  -0.622
H -1.81 -1.55 0.93  0.222
H -3.44 -0.81 1.33  0.264

=====

No. 2
DFT (ωB97M-V/def2-TZVPD) results for an isolated molecule of C5H3N in a non-equilibrium geometry.

Values from the calculation:
Electronic energy ... -6716.971 eV
Net charge ... 0
Energy above the lowest of the compared OMol25 structures with the same formula, charge and spin ... 86.54 kcal/mol
HOMO ... -0.3177 Ha
LUMO energy ... 0.62 eV

Each line ends with the Mulliken charge.
Cartesian coordinates (Å):
C 0.01 -2.18 -0.74  -1.157
C -0.02 -0.93 -0.12  0.441
C 0.48 1.54 -1.34  -0.154
C -0.24 0.31 0.72  -0.155
C 0.54 -1.07 -1.38  0.198
N 0.06 1.20 -0.30  -0.054
H -1.33 0.33 0.97  0.214
H 0.47 0.50 1.52  0.263
H 0.98 -0.40 -2.08  0.403

=====

No. 3
DFT (ωB97M-V/def2-TZVPD) results for an isolated molecule of CH14N12 in a non-equilibrium geometry.

Values from the calculation:
Electronic energy ... -19132.268 eV
Net charge ... 0
Energy above the lowest of the compared OMol25 structures with the same formula, charge and spin ... 23.72 kcal/mol
HOMO (spin up / spin down) ... -0.2638 / -0.2616 Ha
LUMO energy (spin up / spin down) ... 0.84 / 0.85 eV

Each line ends with the Mulliken charge.
Cartesian coordinates (Å):
C -4.43 -0.13 -0.28  -0.628
N -0.65 -0.86 0.95  0.511
N -1.84 -0.43 0.73  -0.580
N 0.58 -0.37 1.13  -0.341
N 1.01 1.63 -1.86  -0.513
N -4.05 -0.50 1.03  -0.370
N -2.85 -1.21 1.12  -0.227
N 1.66 -1.11 1.43  -0.337
N 2.16 0.84 -1.99  -0.234
N 2.76 -1.01 0.58  -0.170
N 3.19 1.27 -1.09  -0.260
N 3.56 0.16 0.79  -0.405
N 3.01 1.30 0.25  -0.074
H -4.96 -0.95 -0.65  0.241
H -5.01 0.84 -0.26  0.310
H -3.51 -0.09 -0.91  0.246
H -0.65 -1.88 1.26  0.220
H 0.66 2.10 -2.70  0.241
H 0.45 0.97 -1.44  0.191
H -3.88 0.19 1.69  0.307
H -2.90 -2.29 0.88  0.255
H 1.33 -2.10 1.74  0.265
H 2.51 0.99 -2.92  0.233
H 2.66 -1.25 -0.41  0.302
H 3.54 2.04 -1.53  0.231
H 3.48 0.19 1.80  0.314
H 2.18 1.65 0.64  0.271

=====

No. 4
DFT (ωB97M-V/def2-TZVPD) results for a structure of composition C3H3AlLiO4 in a non-equilibrium geometry.

Values from the calculation:
Electronic energy ... -18132.020 eV
<S²> ... 0.75
Multiplicity ... 2
Net charge ... +2
Energy above the lowest of the compared OMol25 structures with the same formula, charge and spin ... 32.52 kcal/mol
HOMO (spin up / spin down) ... -0.6581 / -0.6581 Ha
LUMO energy (spin up / spin down) ... -9.21 / -11.76 eV

Each line ends with the Löwdin spin population.
Cartesian coordinates (Å):
H -2.09 -1.48 1.04  0.000
C -2.40 -0.70 -0.02  0.001
C -0.98 -1.03 0.12  0.002
O -0.25 -0.05 0.63  0.017
C 1.16 -0.18 0.77  0.060
O 1.63 -1.30 1.02  0.139
O 1.78 0.87 0.60  0.139
O -2.77 0.53 0.01  0.000
Al 3.14 -0.29 0.94  0.638
H -2.84 -1.41 -0.76  0.000
H -0.50 -1.70 -0.60  0.001
Li -1.54 1.89 0.09  0.004

=====

Please write out number 3 again, unchanged.
DFT (ωB97M-V/def2-TZVPD) results for an isolated molecule of CH14N12 in a non-equilibrium geometry.

Values from the calculation:
Electronic energy ... -19132.268 eV
Net charge ... 0
Energy above the lowest of the compared OMol25 structures with the same formula, charge and spin ... 23.72 kcal/mol
HOMO (spin up / spin down) ... -0.2638 / -0.2616 Ha
LUMO energy (spin up / spin down) ... 0.84 / 0.85 eV

Each line ends with the Mulliken charge.
Cartesian coordinates (Å):
C -4.43 -0.13 -0.28  -0.628
N -0.65 -0.86 0.95  0.511
N -1.84 -0.43 0.73  -0.580
N 0.58 -0.37 1.13  -0.341
N 1.01 1.63 -1.86  -0.513
N -4.05 -0.50 1.03  -0.370
N -2.85 -1.21 1.12  -0.227
N 1.66 -1.11 1.43  -0.337
N 2.16 0.84 -1.99  -0.234
N 2.76 -1.01 0.58  -0.170
N 3.19 1.27 -1.09  -0.260
N 3.56 0.16 0.79  -0.405
N 3.01 1.30 0.25  -0.074
H -4.96 -0.95 -0.65  0.241
H -5.01 0.84 -0.26  0.310
H -3.51 -0.09 -0.91  0.246
H -0.65 -1.88 1.26  0.220
H 0.66 2.10 -2.70  0.241
H 0.45 0.97 -1.44  0.191
H -3.88 0.19 1.69  0.307
H -2.90 -2.29 0.88  0.255
H 1.33 -2.10 1.74  0.265
H 2.51 0.99 -2.92  0.233
H 2.66 -1.25 -0.41  0.302
H 3.54 2.04 -1.53  0.231
H 3.48 0.19 1.80  0.314
H 2.18 1.65 0.64  0.271